[1]
Formula: C5H24N2O5S
Source: the Open Molecules 2025 dataset
Level of theory: ωB97M-V/def2-TZVPD

```
! wB97M-V def2-TZVPD RIJCOSX def2/J DEFGRID3
* xyz 0 1
C 1.93 -0.96 0.47
N 1.09 0.10 -0.12
C 1.91 1.23 -0.65
N 1.10 2.40 -0.93
C 1.14 -1.74 1.53
C -0.17 -2.37 1.05
C -0.02 -3.31 -0.14
S 0.92 -4.83 0.21
H 2.33 -1.64 -0.29
H 2.78 -0.50 0.97
H 0.53 -0.25 -0.89
H 2.41 0.94 -1.58
H 2.63 1.49 0.11
H 0.61 2.68 -0.09
H 0.44 2.22 -1.68
H 0.90 -1.07 2.36
H 1.79 -2.51 1.96
H -0.60 -2.90 1.90
H -0.87 -1.59 0.74
H 0.40 -2.80 -1.00
H -1.00 -3.68 -0.47
H 2.15 -4.31 0.37
H -2.68 1.94 -1.58
H -2.96 2.71 -2.86
O -2.39 2.00 -2.53
H 0.41 4.23 2.50
H 0.06 2.69 2.38
O 0.40 3.38 2.98
H -2.17 1.62 0.66
H -3.60 1.12 0.39
O -3.00 1.81 0.12
H 0.07 0.74 0.96
H -0.74 0.66 2.37
O -0.64 1.19 1.57
H -2.02 0.35 -3.14
H -1.51 -0.51 -4.32
O -1.61 -0.52 -3.36
*
```

## Properties
ΔE to the lowest compared entry with this formula, charge and spin	0.000	eV
structure (SMILES)	NCNCCCCS.O.O.O.O.O
DFT total energy	-29628.27268	eV
LUMO level	0.466	eV
highest occupied orbital energy	-9.27	eV



[2]
Formula: C5H24N2O7
Source: the Open Molecules 2025 dataset
Level of theory: ωB97M-V/def2-TZVPD

```
! wB97M-V def2-TZVPD RIJCOSX def2/J DEFGRID3
* xyz 1 2
C 0.12 -1.80 0.63
N 0.90 -0.67 0.32
C 2.26 -0.72 -0.17
C 2.48 -1.92 -1.07
C 0.22 0.63 0.39
C 0.08 1.27 -1.02
N -0.72 2.45 -0.77
O -1.08 -1.80 0.57
H 0.66 -2.75 0.81
H 2.88 -0.93 0.71
H 2.54 0.19 -0.78
H 2.29 -1.75 -2.14
H 1.80 -2.79 -0.99
H 3.46 -2.42 -1.04
H -0.67 0.47 0.99
H 0.89 1.30 0.95
H 0.97 1.69 -1.50
H -0.30 0.58 -1.81
H -1.64 2.24 -0.37
H -0.95 2.89 -1.66
H -1.85 2.51 2.12
H -1.29 3.46 1.06
O -2.05 3.30 1.63
H 2.61 1.99 -0.42
H 3.31 2.34 -1.66
O 3.49 2.24 -0.71
H -0.32 -2.02 -2.32
H -0.53 -0.79 -3.20
O -0.90 -1.26 -2.45
H -0.60 -0.72 3.47
H 0.30 -1.86 3.39
O 0.35 -0.90 3.50
H -2.80 -2.12 1.72
H -3.74 -0.91 1.73
O -3.43 -1.65 2.27
H -2.81 -0.03 0.06
H -2.82 -0.14 -1.47
O -3.13 0.40 -0.74
*
```

## Properties
ΔE to the lowest compared entry with this formula, charge and spin	2.339	eV
DFT total energy	-22877.02424	eV
LUMO level (spin up / spin down)	-4.086 / -8.539	eV
highest occupied orbital energy (spin up / spin down)	-13.53 / -13.51	eV



[3]
Formula: C5H24NO6
Source: the Open Molecules 2025 dataset
Level of theory: ωB97M-V/def2-TZVPD

```
! wB97M-V def2-TZVPD RIJCOSX def2/J DEFGRID3
* xyz 1 1
C -2.08 0.10 -0.07
O -2.04 -0.31 1.29
C -0.62 0.13 -0.57
C -0.45 1.13 -1.72
C 0.84 0.86 -2.49
C 0.74 -0.11 -3.67
N 0.29 0.56 0.53
H -2.43 1.13 -0.02
H -2.62 -0.56 -0.74
H -2.24 -1.26 1.42
H -0.36 -0.87 -0.92
H -1.29 1.10 -2.42
H -0.58 2.14 -1.33
H 1.33 1.76 -2.88
H 1.66 0.56 -1.84
H 1.30 -1.04 -3.48
H -0.20 -0.68 -3.63
H 0.95 0.29 -4.65
H 1.25 0.61 0.17
H 0.29 -0.14 1.26
H -0.05 1.45 0.88
H 3.80 -0.47 0.21
H 3.78 0.25 1.59
O 3.26 0.05 0.81
H 2.48 3.82 0.92
H 1.12 4.07 0.02
O 1.73 3.48 0.46
H -1.24 1.14 3.80
H -1.57 2.55 3.54
O -0.81 1.96 3.51
H -1.17 -3.41 0.54
H -2.13 -3.46 1.74
O -1.46 -2.91 1.32
H 0.73 -4.07 -0.27
H -0.03 -5.29 -0.64
O -0.13 -4.34 -0.61
*
```

## Properties
ΔE to the lowest compared entry with this formula, charge and spin	0.882	eV
DFT total energy	-19343.65823	eV
LUMO level	-2.605	eV
highest occupied orbital energy	-13.47	eV



[4]
Formula: C5H24O9
Source: the Open Molecules 2025 dataset
Level of theory: ωB97M-V/def2-TZVPD

```
! wB97M-V def2-TZVPD RIJCOSX def2/J DEFGRID3
* xyz 0 1
C -2.89 1.00 0.60
C -2.66 -0.44 0.24
C -2.54 -1.43 1.10
C -1.96 -2.78 0.84
C -1.92 -3.24 -0.41
O -1.33 -4.48 -0.66
H -2.55 1.32 1.58
H -2.39 1.65 -0.08
H -3.93 1.30 0.42
H -2.34 -0.52 -0.80
H -2.70 -1.26 2.16
H -1.65 -3.33 1.71
H -2.21 -2.74 -1.32
H -0.91 -4.42 -1.52
H 0.75 0.62 1.01
H 0.04 -0.20 -0.03
O 0.83 -0.23 0.53
H 0.37 -2.82 1.10
H 1.04 -1.65 1.55
O 0.99 -2.60 1.81
H 0.95 3.49 -2.56
H 2.15 2.72 -1.97
O 1.69 3.58 -1.94
H 1.00 3.54 -0.33
H 0.98 4.54 0.80
O 0.50 3.77 0.50
H 0.19 2.12 3.26
H 0.47 2.60 1.83
O 0.25 1.79 2.36
H 4.08 -1.65 -0.05
H 3.04 -1.25 0.86
O 3.64 -0.84 0.26
H 3.23 0.20 -2.52
H 2.72 0.25 -1.11
O 2.60 0.69 -1.98
H -0.03 0.25 -3.18
H 0.71 0.25 -1.82
O -0.17 0.19 -2.24
*
```

## Properties
ΔE to the lowest compared entry with this formula, charge and spin	0.921	eV
structure (SMILES)	C/C=C/C=C/O.O.O.O.O.O.O.O.O
DFT total energy	-24001.37895	eV
LUMO level	0.150	eV
highest occupied orbital energy	-8.01	eV



[5]
Formula: C5H25N2O6
Source: the Open Molecules 2025 dataset
Level of theory: ωB97M-V/def2-TZVPD

```
! wB97M-V def2-TZVPD RIJCOSX def2/J DEFGRID3
* xyz 1 1
C -0.81 3.81 0.76
C -0.70 2.29 0.80
C 0.68 1.90 0.19
C 0.58 1.14 -1.15
N -0.22 -0.06 -1.00
C 0.26 -1.24 -1.27
N 1.52 -1.48 -1.60
H -1.78 4.13 1.15
H -0.06 4.22 1.43
H -0.67 4.20 -0.25
H -0.70 1.78 1.76
H -1.54 1.81 0.29
H 1.27 1.25 0.86
H 1.45 2.66 0.02
H 0.17 1.76 -1.95
H 1.63 1.00 -1.41
H -1.18 0.12 -0.70
H -0.35 -2.05 -0.93
H 2.35 -0.91 -1.57
H 1.75 -2.45 -1.50
H -1.50 -0.84 -3.95
H -0.16 -1.55 -4.23
O -0.57 -0.85 -3.72
H 0.36 -1.03 3.25
H -0.72 -2.23 3.09
O -0.19 -1.55 2.66
H -3.49 -0.27 2.13
H -1.94 -0.65 2.35
O -2.74 -0.79 1.84
H 2.27 -3.41 1.23
H 1.22 -2.36 1.37
O 2.09 -2.51 0.97
H -3.02 -1.46 0.24
H -3.41 -1.51 -1.20
O -2.62 -1.40 -0.66
H 4.26 -0.10 0.32
H 3.09 -1.02 0.51
O 3.44 -0.37 -0.11
*
```

## Properties
ΔE to the lowest compared entry with this formula, charge and spin	0.716	eV
DFT total energy	-20850.71814	eV
LUMO level	-2.642	eV
highest occupied orbital energy	-13.14	eV



[6]
Formula: C5H25NO10
Source: the Open Molecules 2025 dataset
Level of theory: ωB97M-V/def2-TZVPD

```
! wB97M-V def2-TZVPD RIJCOSX def2/J DEFGRID3
* xyz 0 1
O 3.31 2.69 -1.28
C 2.23 2.22 -1.10
O 1.35 2.14 -2.19
C 1.56 1.82 0.16
C 1.28 2.92 1.17
C 0.12 2.52 2.15
C -0.10 0.55 3.62
N 0.43 1.12 2.60
H 1.71 2.15 -3.04
H 0.62 1.16 0.12
H 2.34 1.01 0.59
H 1.20 3.89 0.65
H 2.16 3.08 1.64
H -0.90 2.66 1.91
H 0.21 3.25 2.98
H -0.99 0.78 4.23
H 0.29 -0.48 3.85
H -4.16 -0.74 -1.50
H -2.79 -0.96 -1.21
O -3.43 -0.38 -0.94
H 0.33 -2.87 -0.21
H 1.82 -3.23 0.04
O 1.04 -3.36 -0.47
H 2.61 -0.90 -3.41
H 1.65 -2.20 -3.43
O 2.41 -1.75 -3.15
H 3.80 -1.48 0.90
H 3.13 -1.73 -0.46
O 3.07 -1.78 0.48
H -1.96 -0.49 -4.42
H -1.14 0.33 -3.27
O -1.73 -0.36 -3.53
H -3.82 -2.16 2.67
H -3.01 -1.55 3.75
O -3.25 -2.36 3.37
H -3.51 2.49 1.34
H -2.51 2.13 0.28
O -2.90 1.80 1.13
H -0.17 -3.58 -2.04
H -1.41 -4.38 -1.60
O -0.89 -3.94 -2.40
*
```

## Properties
ΔE to the lowest compared entry with this formula, charge and spin	5.201	eV
structure (SMILES)	C=NCCCC(=O)O.O.O.O.O.O.O.O.O
DFT total energy	-27552.40212	eV
LUMO level	0.161	eV
highest occupied orbital energy	-9.60	eV



Copy entry 5 word for word.
Formula: C5H25N2O6
Source: the Open Molecules 2025 dataset
Level of theory: ωB97M-V/def2-TZVPD

```
! wB97M-V def2-TZVPD RIJCOSX def2/J DEFGRID3
* xyz 1 1
C -0.81 3.81 0.76
C -0.70 2.29 0.80
C 0.68 1.90 0.19
C 0.58 1.14 -1.15
N -0.22 -0.06 -1.00
C 0.26 -1.24 -1.27
N 1.52 -1.48 -1.60
H -1.78 4.13 1.15
H -0.06 4.22 1.43
H -0.67 4.20 -0.25
H -0.70 1.78 1.76
H -1.54 1.81 0.29
H 1.27 1.25 0.86
H 1.45 2.66 0.02
H 0.17 1.76 -1.95
H 1.63 1.00 -1.41
H -1.18 0.12 -0.70
H -0.35 -2.05 -0.93
H 2.35 -0.91 -1.57
H 1.75 -2.45 -1.50
H -1.50 -0.84 -3.95
H -0.16 -1.55 -4.23
O -0.57 -0.85 -3.72
H 0.36 -1.03 3.25
H -0.72 -2.23 3.09
O -0.19 -1.55 2.66
H -3.49 -0.27 2.13
H -1.94 -0.65 2.35
O -2.74 -0.79 1.84
H 2.27 -3.41 1.23
H 1.22 -2.36 1.37
O 2.09 -2.51 0.97
H -3.02 -1.46 0.24
H -3.41 -1.51 -1.20
O -2.62 -1.40 -0.66
H 4.26 -0.10 0.32
H 3.09 -1.02 0.51
O 3.44 -0.37 -0.11
*
```

## Properties
ΔE to the lowest compared entry with this formula, charge and spin	0.716	eV
DFT total energy	-20850.71814	eV
LUMO level	-2.642	eV
highest occupied orbital energy	-13.14	eV



- What is the DFT total energy in the second record?
  -22877.02424 eV



- Look up the ΔE to the lowest compared entry with this formula, charge and spin of the sixth one.
  5.201 eV



What did the sixth record say?
Formula: C5H25NO10
Source: the Open Molecules 2025 dataset
Level of theory: ωB97M-V/def2-TZVPD

```
! wB97M-V def2-TZVPD RIJCOSX def2/J DEFGRID3
* xyz 0 1
O 3.31 2.69 -1.28
C 2.23 2.22 -1.10
O 1.35 2.14 -2.19
C 1.56 1.82 0.16
C 1.28 2.92 1.17
C 0.12 2.52 2.15
C -0.10 0.55 3.62
N 0.43 1.12 2.60
H 1.71 2.15 -3.04
H 0.62 1.16 0.12
H 2.34 1.01 0.59
H 1.20 3.89 0.65
H 2.16 3.08 1.64
H -0.90 2.66 1.91
H 0.21 3.25 2.98
H -0.99 0.78 4.23
H 0.29 -0.48 3.85
H -4.16 -0.74 -1.50
H -2.79 -0.96 -1.21
O -3.43 -0.38 -0.94
H 0.33 -2.87 -0.21
H 1.82 -3.23 0.04
O 1.04 -3.36 -0.47
H 2.61 -0.90 -3.41
H 1.65 -2.20 -3.43
O 2.41 -1.75 -3.15
H 3.80 -1.48 0.90
H 3.13 -1.73 -0.46
O 3.07 -1.78 0.48
H -1.96 -0.49 -4.42
H -1.14 0.33 -3.27
O -1.73 -0.36 -3.53
H -3.82 -2.16 2.67
H -3.01 -1.55 3.75
O -3.25 -2.36 3.37
H -3.51 2.49 1.34
H -2.51 2.13 0.28
O -2.90 1.80 1.13
H -0.17 -3.58 -2.04
H -1.41 -4.38 -1.60
O -0.89 -3.94 -2.40
*
```

## Properties
ΔE to the lowest compared entry with this formula, charge and spin	5.201	eV
structure (SMILES)	C=NCCCC(=O)O.O.O.O.O.O.O.O.O
DFT total energy	-27552.40212	eV
LUMO level	0.161	eV
highest occupied orbital energy	-9.60	eV